Entry 1:
A cluster of 15 separate species, H30O15 in total at a distorted geometry, computed with ωB97M-V/def2-TZVPD.

Values from the calculation:
Energy above the lowest of the compared OMol25 structures with the same formula, charge and spin   55.78 kcal/mol
E_tot   -1146.551185 hartree

Each line ends with the Löwdin charge.
Positions of all 45 atoms, in Å:
O -2.604 -0.674 0.994  -0.025
H -3.281 -0.357 0.428  0.041
H -2.746 -0.118 1.787  0.082
O 0.973 -1.192 -3.285  -0.082
H 1.785 -0.946 -3.802  0.059
H 0.871 -0.598 -2.525  -0.006
O -1.844 -0.600 -2.410  -0.051
H -2.000 -0.379 -3.304  0.030
H -1.589 0.296 -1.998  0.048
O 2.000 0.646 3.075  -0.053
H 1.685 1.265 2.407  -0.018
H 2.832 0.350 2.674  0.053
O -0.575 -3.421 1.979  -0.082
H -0.567 -3.259 1.016  -0.008
H -0.090 -2.721 2.407  -0.024
O -0.922 1.892 -1.230  -0.014
H -0.149 1.733 -1.769  0.005
H -1.277 2.707 -1.477  0.050
O -0.518 -0.910 3.328  -0.067
H 0.241 -0.439 2.951  -0.009
H -0.289 -0.775 4.275  0.075
O 1.582 1.379 -2.508  -0.037
H 2.323 0.944 -2.091  0.061
H 1.832 1.595 -3.424  0.096
O -0.614 -2.665 -0.862  -0.037
H -0.873 -1.945 -1.361  -0.061
H -0.820 -3.482 -1.378  0.099
O -3.464 -3.014 -0.334  -0.084
H -3.170 -3.212 -1.268  0.050
H -2.874 -2.255 -0.190  -0.027
O 1.875 -1.827 0.835  -0.054
H 1.327 -1.059 0.664  -0.051
H 2.194 -2.045 -0.037  0.021
O -0.574 2.066 2.303  -0.059
H -1.521 2.280 2.187  0.055
H -0.314 1.458 1.606  -0.038
O 2.156 2.161 0.620  0.007
H 2.916 1.997 0.149  0.028
H 2.404 3.024 0.972  0.096
O 1.119 3.970 -1.088  -0.067
H 1.467 3.167 -0.669  -0.031
H 1.706 4.648 -0.755  0.034
O 0.110 0.041 0.566  -0.063
H -0.718 -0.444 0.659  0.036
H -0.006 0.718 -0.119  0.023

Entry 2:
The molecule C9H18N2OS at a distorted geometry, computed with ωB97M-V/def2-TZVPD.

Values from the calculation:
Energy above the lowest of the compared OMol25 structures with the same formula, charge and spin   100.11 kcal/mol
E_tot   -936.510173 hartree
SMILES   CC1=CN(C)[C@@H](C)N=[S@@]1(=O)C(C)C

Each line ends with the Löwdin charge.
Positions of all 31 atoms, in Å:
C 2.128 -0.147 2.001  -0.085
C 0.839 0.233 1.373  -0.349
C 0.080 1.359 1.360  -0.078
N -1.184 1.489 0.894  -0.143
C -1.748 2.807 0.696  -0.042
C -1.864 0.324 0.453  -0.447
C -3.147 0.669 -0.301  -0.034
N -1.040 -0.532 -0.372  -0.179
S 0.255 -0.985 0.245  0.819
O 0.346 -2.357 0.888  -0.378
C 1.384 -0.939 -1.195  -0.403
C 0.583 -1.262 -2.442  -0.125
C 2.443 -2.114 -1.036  -0.078
H 2.109 0.026 3.063  0.079
H 3.040 0.120 1.448  0.080
H 2.112 -1.244 1.699  0.073
H 0.395 2.300 1.697  0.110
H -2.703 2.955 1.073  0.059
H -1.937 3.145 -0.376  0.112
H -0.911 3.452 1.012  0.093
H -2.158 -0.169 1.482  0.180
H -3.727 1.085 0.421  0.045
H -3.607 -0.251 -0.649  0.092
H -2.941 1.137 -1.195  0.059
H 1.923 0.072 -1.103  0.147
H -0.023 -2.117 -2.283  0.068
H 0.033 -0.378 -2.620  0.045
H 1.214 -1.525 -3.419  0.130
H 2.081 -2.912 -0.497  0.036
H 3.247 -1.797 -0.371  0.073
H 2.779 -2.444 -1.946  0.041

Entry 3:
A structure of composition C5H11O3Sr at a distorted geometry, computed with ωB97M-V/def2-TZVPD.

Values from the calculation:
Energy above the lowest of the compared OMol25 structures with the same formula, charge and spin   51.10 kcal/mol
E_tot   -453.216538 hartree
Net charge   +1

Each line ends with the Löwdin charge.
Positions of all 20 atoms, in Å:
H -1.609 -2.836 -1.298  -0.254
O 0.401 -0.500 -2.770  -0.213
C 0.343 0.709 -2.921  -0.120
C -0.007 1.612 -1.786  -0.135
O -0.290 0.816 -0.662  -0.318
C 0.125 1.321 0.611  -0.134
C -0.212 0.257 1.625  -0.165
O 0.275 -0.983 1.117  -0.452
C 0.216 -2.057 2.052  -0.058
Sr -0.197 -1.476 -1.030  1.416
H 0.571 1.175 -3.894  0.163
H 0.853 2.280 -1.606  0.163
H -0.405 2.254 0.843  0.155
H 1.208 1.504 0.579  0.151
H -1.299 0.182 1.782  0.154
H 0.275 0.492 2.581  0.151
H 0.788 -2.890 1.631  0.104
H 0.666 -1.741 3.002  0.111
H -0.828 -2.362 2.212  0.113
H -0.875 2.244 -2.067  0.170

Entry 4:
A structure of composition C36H33IrN4O3Te at a distorted geometry, computed with ωB97M-V/def2-TZVPD.

Values from the calculation:
Energy above the lowest of the compared OMol25 structures with the same formula, charge and spin   17.59 kcal/mol
E_tot   -2208.155935 hartree
Net charge   +2

Each line ends with the Löwdin charge.
Positions of all 78 atoms, in Å:
Ir -0.706 -0.346 0.211  1.466
O 2.593 -2.222 -2.274  0.087
C 3.133 -1.042 -2.610  -0.249
C 4.172 -1.077 -3.542  0.012
C 4.789 0.086 -3.940  -0.031
C 4.395 1.328 -3.422  -0.059
C 3.378 1.379 -2.508  -0.014
C 2.717 0.202 -2.086  -0.101
C 1.637 0.318 -1.138  -0.380
O 0.994 -0.802 -0.759  -0.240
N 1.303 1.493 -0.639  0.109
N 0.278 1.330 0.234  -0.199
C -0.174 2.240 1.024  -0.005
C -1.228 1.802 1.942  -0.225
C -1.781 2.611 2.914  0.027
C -2.666 2.051 3.832  -0.002
C -2.945 0.698 3.767  0.003
C -2.375 -0.064 2.755  -0.061
N -1.554 0.481 1.864  -0.065
H 1.907 -2.085 -1.601  0.083
H 4.481 -2.041 -3.924  0.131
H 5.597 0.037 -4.658  0.121
H 4.896 2.232 -3.736  0.114
H 3.064 2.322 -2.085  0.113
H 0.282 3.222 1.053  0.153
H -1.501 3.654 2.967  0.135
H -3.112 2.668 4.600  0.131
H -3.605 0.222 4.477  0.129
H -2.576 -1.121 2.641  0.134
C -6.863 3.557 -6.073  -0.021
C -5.809 2.980 -5.177  -0.227
C -4.660 2.397 -5.703  0.015
C -3.669 1.827 -4.913  -0.301
C -2.462 1.255 -5.614  -0.047
C -3.886 1.864 -3.525  -0.346
Te -2.225 1.118 -2.425  1.906
N -2.467 0.253 -0.600  -0.364
C -3.159 -0.845 -0.165  -0.536
O -2.355 -1.723 0.274  -0.099
C -4.594 -1.076 -0.008  -0.186
C -5.466 -0.056 0.356  -0.038
C -6.805 -0.345 0.573  -0.048
C -7.265 -1.645 0.428  -0.035
C -6.386 -2.672 0.099  -0.035
C -5.049 -2.395 -0.105  -0.006
C -1.882 -0.723 -3.368  -0.422
C -0.539 -1.001 -3.600  -0.136
C -0.171 -2.229 -4.125  -0.041
C -1.157 -3.164 -4.402  -0.020
C -2.494 -2.859 -4.193  -0.012
C -2.902 -1.626 -3.692  -0.285
C -4.374 -1.324 -3.602  -0.020
C -4.976 2.507 -2.949  -0.285
C -5.127 2.693 -1.471  -0.048
C -5.938 3.035 -3.799  0.014
H -6.553 3.526 -7.116  0.085
H -7.070 4.595 -5.812  0.095
H -7.794 2.997 -5.982  0.097
H -4.517 2.383 -6.777  0.131
H -2.456 1.607 -6.643  0.097
H -2.463 0.167 -5.635  0.083
H -1.512 1.584 -5.177  0.076
H -5.087 0.937 0.541  0.097
H -7.485 0.441 0.874  0.118
H -8.311 -1.867 0.595  0.121
H -6.748 -3.687 0.010  0.121
H -4.352 -3.183 -0.360  0.130
H 0.222 -0.251 -3.409  0.092
H 0.871 -2.451 -4.306  0.115
H -0.887 -4.131 -4.804  0.124
H -3.252 -3.587 -4.452  0.126
H -4.949 -2.223 -3.816  0.096
H -4.660 -0.564 -4.331  0.084
H -4.684 -0.961 -2.624  0.062
H -4.263 2.297 -0.933  0.024
H -6.015 2.187 -1.096  0.084
H -5.208 3.752 -1.225  0.105
H -6.799 3.524 -3.355  0.140

Entry 5:
The molecule C34H60N6O9 at a distorted geometry, computed with ωB97M-V/def2-TZVPD.

Values from the calculation:
Energy above the lowest of the compared OMol25 structures with the same formula, charge and spin   0.00 kcal/mol
E_tot   -2337.413158 hartree

Each line ends with the Löwdin charge.
Positions of all 109 atoms, in Å:
C 1.831 -6.398 -0.752  -0.025
H 1.742 -7.454 -0.513  0.085
H 1.468 -6.248 -1.766  0.077
H 2.880 -6.114 -0.709  0.089
C 1.024 -5.568 0.255  -0.610
C 1.472 -5.905 1.681  -0.028
H 0.931 -5.283 2.389  0.086
H 1.279 -6.950 1.903  0.084
H 2.534 -5.705 1.790  0.084
C -0.471 -5.859 0.097  -0.023
H -0.823 -5.600 -0.899  0.071
H -0.649 -6.920 0.255  0.089
H -1.042 -5.299 0.833  0.091
O 1.334 -4.174 0.125  -0.097
C 0.937 -3.510 -1.046  -0.143
H 1.748 -2.824 -1.317  0.136
C -0.355 -2.684 -0.840  -0.185
C -0.139 -1.611 0.159  -0.292
N -0.935 -1.260 1.114  0.133
N -0.361 -0.213 1.738  0.122
C 0.760 0.018 1.131  -0.285
O 0.967 -0.839 0.122  0.160
C 1.713 1.119 1.472  -0.194
N 0.969 2.358 1.416  0.135
C 0.996 3.171 0.344  -0.441
O 1.822 3.060 -0.543  0.062
C -0.042 4.301 0.383  -0.200
C -1.438 3.796 0.771  -0.111
H -1.467 3.436 1.798  0.097
H -2.127 4.641 0.704  0.119
C -1.875 2.681 -0.189  -0.110
N -1.278 2.891 -1.495  -0.025
C -0.561 1.903 -2.078  -0.500
O -0.608 0.748 -1.690  0.070
O 0.123 2.350 -3.132  0.040
C 1.044 1.507 -3.862  -0.548
C 1.830 2.505 -4.718  -0.017
H 2.524 1.977 -5.365  0.088
H 2.384 3.181 -4.073  0.090
H 1.147 3.089 -5.330  0.086
C 1.997 0.777 -2.917  -0.010
H 1.494 -0.038 -2.405  0.064
H 2.834 0.377 -3.483  0.092
H 2.368 1.480 -2.175  0.076
C 0.267 0.538 -4.752  -0.009
H -0.355 1.096 -5.451  0.090
H -0.373 -0.109 -4.159  0.060
H 0.963 -0.079 -5.314  0.096
C -1.156 4.282 -1.869  -0.120
H -0.888 4.347 -2.922  0.126
H -2.142 4.738 -1.731  0.127
C -0.107 4.983 -0.991  -0.108
H -0.359 6.038 -0.889  0.116
H 0.875 4.901 -1.458  0.110
H -1.557 1.701 0.170  0.109
H -2.967 2.667 -0.285  0.130
H 0.307 5.019 1.133  0.147
H 0.270 2.474 2.142  0.097
H 2.505 1.159 0.717  0.164
C 2.266 0.857 2.876  -0.121
H 1.443 0.985 3.577  0.096
H 2.569 -0.192 2.926  0.129
C 3.474 1.703 3.284  -0.181
C 3.376 3.224 3.119  -0.164
H 3.298 3.463 2.059  0.102
H 4.324 3.633 3.473  0.105
C 2.222 3.937 3.856  -0.157
N 1.626 3.189 4.934  0.093
C 0.360 2.714 4.869  -0.569
O -0.375 2.898 3.919  0.050
O 0.068 2.036 5.981  0.045
C -1.197 1.330 6.109  -0.564
C -1.130 0.720 7.510  -0.024
H -2.032 0.148 7.706  0.089
H -1.036 1.504 8.256  0.086
H -0.269 0.061 7.588  0.086
C -1.293 0.232 5.051  -0.023
H -2.206 -0.336 5.199  0.092
H -1.304 0.645 4.046  0.058
H -0.445 -0.445 5.135  0.091
C -2.369 2.304 6.009  -0.019
H -2.249 3.111 6.730  0.092
H -2.423 2.729 5.011  0.076
H -3.296 1.778 6.218  0.090
H 2.168 2.975 5.755  0.156
H 1.408 4.145 3.161  0.097
H 2.586 4.893 4.247  0.120
H 3.697 1.470 4.328  0.108
H 4.334 1.381 2.691  0.114
N -0.771 -2.080 -2.090  0.160
C -1.413 -2.825 -3.016  -0.543
O -1.537 -4.028 -2.940  0.085
O -1.845 -2.041 -4.019  0.027
C -2.527 -2.616 -5.157  -0.572
C -3.820 -3.299 -4.711  -0.019
H -4.445 -2.593 -4.168  0.092
H -4.364 -3.659 -5.579  0.088
H -3.593 -4.138 -4.060  0.078
C -2.839 -1.414 -6.050  -0.021
H -3.425 -0.685 -5.498  0.090
H -3.400 -1.736 -6.923  0.088
H -1.916 -0.941 -6.374  0.075
C -1.611 -3.599 -5.885  -0.017
H -2.096 -3.948 -6.793  0.089
H -1.396 -4.451 -5.247  0.078
H -0.675 -3.110 -6.149  0.089
H -0.794 -1.066 -2.142  0.103
H -1.154 -3.336 -0.469  0.149
H 0.765 -4.196 -1.879  0.117

Entry 6:
A cluster of 4 separate species, C5H18N2O4 in total at a distorted geometry, computed with ωB97M-V/def2-TZVPD.

Values from the calculation:
Energy above the lowest of the compared OMol25 structures with the same formula, charge and spin   30.47 kcal/mol
E_tot   -611.770568 hartree
SMILES   CCN(C)C(=O)CN.O.O.O

Each line ends with the Löwdin charge.
Positions of all 29 atoms, in Å:
C -2.096 -1.066 0.429  -0.065
C -1.314 0.241 0.324  -0.232
N -0.462 0.324 -0.852  -0.128
C -1.182 0.715 -2.053  -0.046
C 0.502 -0.672 -1.050  -0.451
O 0.729 -1.170 -2.123  0.099
C 1.418 -0.983 0.131  -0.196
N 1.237 -2.389 0.435  0.028
H -1.460 -1.935 0.627  0.066
H -2.925 -0.959 1.112  0.076
H -2.493 -1.276 -0.574  0.078
H -2.051 1.041 0.358  0.124
H -0.686 0.320 1.211  0.098
H -2.136 0.200 -2.157  0.088
H -1.397 1.786 -2.091  0.092
H -0.659 0.458 -2.965  0.088
H 2.429 -0.678 -0.115  0.123
H 1.125 -0.384 0.980  0.074
H 1.384 -3.002 -0.351  0.083
H 1.732 -2.669 1.271  0.080
O 1.886 2.217 0.261  -0.045
H 1.351 1.965 -0.514  0.034
H 1.704 1.505 0.883  0.020
O -0.714 3.713 -0.028  -0.058
H -0.524 2.790 -0.223  -0.026
H 0.117 4.030 0.344  0.033
O -0.027 -1.677 3.443  -0.056
H -0.899 -1.268 3.531  0.039
H 0.078 -1.803 2.493  -0.019